(1)
69
Properties=species:S:1:pos:R:3:forces:R:3:lowdin_charge:R:1 method="wB97M-V/def2-TZVPD" spin_multiplicity=6 lumo_energy_ev="-4.52 / -4.52" orbital_gap_ev="6.00 / 6.01" s_squared=8.77 total_charge=+1
Sm -1.004678 -1.412191 1.048653 5.66 0.92 6.03 1.45
O -1.589603 -2.709653 -2.652905 -1.53 -0.16 1.30 0.14
C -1.544486 -2.253506 -1.386549 2.55 -5.30 2.47 -0.34
O -0.558319 -2.671533 -0.626792 -2.49 0.52 -5.27 -0.09
C -2.940637 -1.775908 -0.736001 0.86 -13.41 -9.16 -0.14
O -2.997975 -1.287180 0.601458 -3.65 -10.28 11.49 -0.29
C -3.566447 -2.070255 1.634736 -2.08 -2.23 3.41 -0.04
C -2.623413 -2.778877 2.713719 2.64 -4.37 0.18 -0.52
O -3.153020 -3.446123 3.582311 -0.22 2.22 -1.16 0.11
O -1.261291 -3.065233 2.398546 -3.58 1.28 0.39 -0.26
H -0.789075 -3.012738 -3.105120 0.50 -0.15 0.83 0.18
H -3.348811 -1.000431 -1.416447 -0.05 -3.77 -1.39 0.10
H -3.631338 -2.638339 -0.833781 0.81 -0.43 0.59 0.21
H -4.275812 -1.438641 2.209346 0.68 -0.01 -0.49 0.17
H -4.189499 -2.870077 1.186210 0.60 0.25 0.30 0.16
C -1.517382 2.295221 1.572215 -0.56 0.15 -0.26 -0.13
C -0.353756 2.202613 0.568446 0.21 1.04 0.87 -0.66
C 0.923103 1.900330 1.397100 0.11 -0.42 -0.25 -0.09
C -0.152981 3.574512 -0.089735 0.13 0.15 -0.40 -0.08
P -0.596571 0.781776 -0.607654 0.33 1.06 -0.45 1.10
C 0.736277 0.898075 -1.821205 0.48 -0.14 -0.49 -0.34
C 0.819464 1.866832 -2.826758 0.29 0.15 -0.32 -0.08
C 1.888543 1.883152 -3.729334 -0.25 -0.08 0.26 -0.05
C 2.895373 0.927126 -3.639879 -0.05 -0.03 0.07 -0.06
C 2.833499 -0.045303 -2.647697 -0.25 0.07 0.16 -0.06
C 1.763139 -0.058555 -1.748755 0.04 0.04 -0.23 -0.09
C -2.228144 0.829147 -1.488373 -1.51 1.01 -0.86 -0.59
C -2.163139 -0.069216 -2.748248 0.88 0.74 -0.18 -0.06
C -2.730982 2.210124 -1.914767 -0.01 0.47 -0.15 -0.07
C -3.297112 0.193306 -0.565270 -0.14 12.09 -2.03 -0.15
H -1.295779 3.020669 2.364764 0.19 -0.08 -0.22 0.10
H -1.714530 1.334026 2.061708 0.11 0.38 -0.08 -0.05
H -2.444102 2.630529 1.098919 0.06 0.09 -0.09 0.07
H 1.096303 2.678595 2.150367 -0.24 -0.02 -0.21 0.10
H 1.821055 1.859409 0.769163 -0.10 -0.02 -0.02 0.09
H 0.846665 0.944343 1.929945 -0.17 0.60 -0.22 0.01
H -0.061967 4.359190 0.671743 -0.05 -0.28 0.04 0.10
H -0.981413 3.863106 -0.738613 0.02 -0.05 0.06 0.07
H 0.765991 3.616947 -0.683120 -0.08 -0.09 0.03 0.08
H 0.062259 2.636234 -2.925734 0.02 -0.09 0.08 0.10
H 1.932317 2.647155 -4.501211 -0.04 -0.12 0.15 0.11
H 3.725817 0.940555 -4.340311 -0.13 0.00 0.11 0.11
H 3.615305 -0.795885 -2.569410 -0.10 0.10 0.01 0.11
H 1.740562 -0.832344 -0.982942 -0.10 0.60 -0.49 0.04
H -1.501995 0.344245 -3.517064 -0.01 0.03 0.17 0.11
H -3.153084 -0.170527 -3.209923 -0.01 0.00 0.13 0.13
H -1.811347 -1.081218 -2.513120 -0.31 2.90 -1.47 0.02
H -2.036187 2.725914 -2.580519 0.01 -0.01 0.00 0.07
H -2.928976 2.861470 -1.059662 0.10 -0.12 -0.05 0.08
H -3.679713 2.126107 -2.459825 0.13 -0.17 0.07 0.10
H -3.015718 -0.820429 -0.253809 -1.45 15.55 -4.05 -0.31
H -4.263355 0.116421 -1.079021 -0.22 0.25 -0.13 0.16
H -3.470392 0.779027 0.341719 0.06 0.62 -0.24 0.13
N 5.921823 -0.941131 3.716709 -0.60 -0.23 -0.63 0.06
C 5.506031 -1.498439 2.532578 1.95 0.09 0.66 -0.76
S 6.715719 -2.152937 1.572398 -1.39 0.30 0.19 0.68
C 4.040058 -1.474530 2.207065 0.12 0.03 0.03 -0.18
C 3.561950 -2.028945 1.012922 -0.23 0.05 0.04 0.00
C 2.202419 -1.987275 0.748741 0.09 -0.15 0.54 -0.13
N 1.294879 -1.439144 1.579552 2.31 -0.04 0.52 -0.08
C 1.767084 -0.909593 2.724205 -0.11 -0.28 0.09 -0.13
C 3.107919 -0.901937 3.078983 -0.20 -0.24 -0.47 0.03
H 6.915357 -0.965120 3.922185 -0.36 -0.07 -0.22 0.10
H 5.333555 -0.505657 4.410348 -0.09 -0.13 -0.25 0.09
H 4.215365 -2.492156 0.281984 0.16 0.10 0.27 0.10
H 1.798465 -2.408074 -0.168093 0.22 -0.23 0.26 0.10
H 1.013795 -0.474366 3.375514 0.07 -0.11 0.03 0.10
H 3.379224 -0.450019 4.022475 -0.01 -0.04 -0.06 0.12
H -1.366287 -0.112670 2.680918 0.02 -0.50 0.13 -0.05



(2)
51
Properties=species:S:1:pos:R:3:forces:R:3:nbo_charge:R:1 method="wB97M-V/def2-TZVPD" lumo_energy_ev=-3.31 smiles="CCCCOc1cc(C(=O)OCCN(CC)CC)ccc1[NH3+]" orbital_gap_ev=6.51 total_charge=+1 de_lowest_kcal_mol=9.8
C -3.685151 0.756476 -5.193018 0.05 -0.16 0.17 -0.61
H -4.488601 1.489393 -5.194873 -0.09 0.11 -0.05 0.21
C -3.449859 0.220967 -3.785813 -0.07 0.20 0.00 -0.39
C -3.193554 1.322019 -2.756034 0.26 0.00 0.01 -0.43
C -1.894213 2.075138 -3.031074 -0.47 -0.37 -0.47 -0.07
H -1.060070 1.382471 -3.173576 0.03 0.10 0.02 0.19
H -1.988776 2.699735 -3.920894 0.10 -0.13 0.07 0.21
O -1.579280 3.008064 -1.991599 0.18 0.23 0.49 -0.53
C -1.079567 2.557169 -0.813861 0.02 0.41 0.23 0.30
C -0.719971 1.258276 -0.490919 0.07 -0.05 0.09 -0.20
C -0.203357 0.970562 0.771092 -0.21 0.66 -0.11 -0.10
C -0.037971 1.972972 1.725517 0.00 -0.28 -0.16 -0.17
C -0.389673 3.272192 1.414981 -0.15 0.26 -0.28 -0.20
C -0.903523 3.550714 0.161068 0.12 -0.61 0.05 0.04
N -1.304602 4.913629 -0.246929 0.02 -0.17 -0.05 -0.69
H -0.509689 5.564805 -0.251213 -0.23 -0.13 -0.06 0.45
H -1.661230 4.784661 -1.214511 0.03 0.28 0.21 0.48
H -2.043572 5.295169 0.356406 0.16 -0.07 -0.22 0.45
H -0.267023 4.061819 2.139864 0.03 0.11 0.13 0.23
H 0.360607 1.727138 2.695041 0.03 0.00 0.09 0.26
C 0.138762 -0.452513 1.049155 0.09 -0.81 -0.03 0.77
O 0.001227 -1.330879 0.228424 -0.07 0.52 0.20 -0.58
O 0.585551 -0.633658 2.289252 -0.30 0.84 -0.22 -0.49
C 1.032171 -1.938659 2.638211 0.47 -0.84 -0.01 -0.12
H 0.487947 -2.671960 2.037608 0.06 0.09 0.17 0.21
H 0.788028 -2.059083 3.693441 -0.06 0.03 -0.10 0.20
C 2.570062 -2.085503 2.389303 -0.42 0.05 0.00 -0.23
N 2.978240 -3.230954 1.646725 0.26 -0.10 0.07 -0.46
C 2.656737 -3.238151 0.233964 0.16 0.25 -0.15 -0.23
H 2.629355 -4.272707 -0.110292 -0.07 -0.02 0.02 0.20
C 3.713024 -2.479424 -0.570697 -0.24 -0.22 0.06 -0.61
H 3.733317 -1.427348 -0.296769 0.03 0.15 0.02 0.19
H 4.697117 -2.901028 -0.385629 0.10 -0.02 0.00 0.21
H 3.492207 -2.553076 -1.631954 0.01 0.07 -0.19 0.21
H 1.671964 -2.791693 0.038022 0.10 -0.26 0.00 0.20
C 3.024507 -4.501624 2.329844 -0.17 -0.10 -0.01 -0.20
C 1.677743 -5.195498 2.564178 0.32 0.11 -0.04 -0.63
H 1.851319 -6.197104 2.947975 -0.07 -0.14 0.08 0.22
H 1.075521 -4.653425 3.288371 -0.14 0.04 0.09 0.19
H 1.121010 -5.277900 1.633696 -0.11 -0.03 -0.10 0.21
H 3.518466 -4.342245 3.292313 0.08 -0.07 -0.03 0.19
H 3.662774 -5.160849 1.735226 0.03 -0.02 0.11 0.20
H 2.890220 -1.192108 1.844073 0.00 0.09 0.10 0.20
H 3.086132 -2.092782 3.351313 0.02 0.09 -0.02 0.21
H -0.824237 0.439762 -1.185049 -0.05 -0.04 -0.10 0.26
H -4.025500 2.029612 -2.761935 -0.01 0.04 0.06 0.21
H -3.142474 0.874118 -1.760823 -0.04 0.04 0.04 0.21
H -4.331004 -0.338050 -3.467756 0.07 -0.07 0.03 0.22
H -2.606026 -0.471685 -3.793813 -0.01 -0.11 0.06 0.20
H -3.968151 -0.056982 -5.855089 -0.01 -0.01 -0.13 0.23
H -2.788916 1.220128 -5.597125 0.07 0.08 -0.13 0.20



(3)
58
Properties=species:S:1:pos:R:3:forces:R:3:nbo_charge:R:1 method="wB97M-V/def2-TZVPD" spin_multiplicity=2 lumo_energy_ev="-7.05 / -7.38" orbital_gap_ev="6.95 / 7.03" s_squared=0.78 total_charge=+2 de_lowest_kcal_mol=0.0
Mo 0.486904 -0.053792 -0.708906 0.59 0.67 -0.54 0.79
O 0.300249 -1.637689 -1.989800 -0.15 -0.07 -0.13 -0.51
N -0.165798 -1.516425 -3.249432 0.11 -0.03 0.01 0.00
C -0.410741 -2.675226 -3.904128 0.02 0.06 0.03 0.05
C -0.869241 -2.643110 -5.189989 0.01 -0.01 0.04 -0.23
C -1.075409 -1.403773 -5.804094 -0.01 -0.02 -0.03 -0.12
C -0.817971 -0.244437 -5.112570 0.01 0.02 0.03 -0.21
C -0.350586 -0.300491 -3.796096 0.00 -0.01 -0.07 0.04
S 0.026119 1.083616 -2.839249 -0.06 -0.10 0.01 0.00
H -0.215693 -3.564944 -3.325563 -0.01 -0.02 -0.03 0.25
H -1.061751 -3.573258 -5.703191 -0.01 0.01 -0.02 0.26
H -1.436664 -1.354966 -6.822116 0.00 -0.01 0.00 0.26
H -0.966384 0.727110 -5.560865 0.00 0.00 0.00 0.26
C 0.639852 -1.354829 0.502748 0.24 -0.70 0.28 -0.42
Ge -0.518527 -0.186288 1.814499 -0.16 0.35 0.16 1.61
C -0.310036 1.522851 0.807618 -0.03 0.10 0.08 -0.49
C 0.993295 2.028626 0.591878 -0.01 0.03 0.04 -0.29
C 1.175370 3.242254 -0.082645 -0.01 0.00 0.01 -0.10
C 0.077866 3.974919 -0.493643 0.02 0.00 0.00 -0.17
C -1.214954 3.512395 -0.240017 0.00 0.00 -0.01 -0.15
C -1.411041 2.293860 0.377064 -0.01 -0.05 -0.06 -0.17
C 0.202646 -0.055940 3.579534 0.06 -0.14 0.05 -0.39
C -0.672347 0.392180 4.569580 -0.05 0.03 -0.01 -0.23
C -0.211102 0.571143 5.864761 0.05 -0.01 0.02 -0.18
C 1.116005 0.303018 6.170581 0.00 0.00 -0.01 -0.17
C 1.987479 -0.145789 5.186634 -0.03 0.02 0.06 -0.19
C 1.532210 -0.327520 3.890626 0.05 -0.05 -0.11 -0.23
C -2.265840 -0.833272 1.356829 -0.03 -0.11 -0.10 -0.41
C -2.576340 -0.732737 -0.002071 -0.01 0.06 -0.05 -0.22
C -3.761037 -1.230979 -0.512151 -0.02 -0.02 0.05 -0.19
C -4.660193 -1.843936 0.354800 0.01 0.01 -0.03 -0.17
C -4.365852 -1.955173 1.705179 -0.01 -0.01 0.00 -0.18
C -3.168908 -1.459715 2.207841 0.02 0.01 0.07 -0.21
H 0.796823 -2.396083 0.779802 -0.15 0.01 0.12 0.26
H 1.847880 1.549755 1.061957 0.02 0.02 -0.01 0.25
H 2.174783 3.621490 -0.244051 0.00 0.00 0.01 0.23
H 0.223810 4.921211 -0.997080 -0.02 0.00 0.00 0.25
H -2.068788 4.105771 -0.538392 0.00 0.00 -0.01 0.25
H -2.417942 1.927127 0.533063 0.00 0.00 0.02 0.25
H -1.711042 0.609625 4.343792 0.01 0.00 -0.01 0.22
H -0.885544 0.917522 6.635854 -0.01 0.00 -0.01 0.24
H 1.472207 0.440214 7.182594 0.00 0.00 0.00 0.24
H 3.017973 -0.360239 5.434959 0.00 0.00 -0.02 0.24
H 2.216432 -0.692460 3.132258 -0.01 0.01 0.00 0.21
H -1.911609 -0.204182 -0.705028 -0.15 -0.09 0.05 0.17
H -3.990988 -1.134926 -1.564924 -0.01 0.00 0.00 0.23
H -5.594326 -2.233644 -0.026625 0.00 0.00 0.00 0.24
H -5.068772 -2.435541 2.372099 0.00 0.00 0.00 0.24
H -2.950140 -1.571795 3.262893 0.02 0.01 0.00 0.23
N 5.434799 1.394118 -2.304718 -0.07 -0.05 0.14 -0.57
N 4.464883 0.590210 -1.748220 0.10 0.14 -0.07 0.21
N 4.646194 -0.701758 -1.596597 0.00 -0.03 -0.06 -0.22
C 3.459361 -1.091314 -1.172226 0.01 0.01 0.08 0.18
N 2.624553 -0.047721 -1.073723 -0.35 -0.05 0.06 -0.29
N 3.288189 1.033031 -1.461367 0.04 0.03 0.02 -0.03
H 6.339475 0.984326 -2.095401 0.00 -0.04 -0.04 0.41
H 5.354788 2.327477 -1.916414 -0.03 0.02 -0.02 0.40
H 3.205401 -2.109915 -0.938123 -0.01 0.01 0.01 0.25



(4)
51
Properties=species:S:1:pos:R:3:forces:R:3:nbo_charge:R:1 method="wB97M-V/def2-TZVPD" lumo_energy_ev="-4.74 / -4.84" orbital_gap_ev="5.75 / 5.64" total_charge=+1
Tc 0.806397 0.236120 0.194406 0.15 0.25 0.13 0.86
O -3.380734 3.329765 1.585920 0.01 0.00 0.04 -0.66
C -3.100489 2.652269 2.710838 -0.04 0.08 -0.03 0.37
C -3.769930 3.049813 3.869328 0.03 -0.04 -0.02 -0.27
C -3.529285 2.415389 5.067779 -0.04 0.03 0.01 -0.14
C -2.628992 1.352167 5.149076 0.02 -0.04 -0.06 -0.25
C -1.965924 0.956556 4.013667 -0.05 0.01 -0.05 -0.15
C -2.169108 1.600118 2.782142 0.17 -0.10 0.05 -0.21
C -1.355687 1.203386 1.638931 -0.10 -0.01 0.18 0.61
O -0.335292 0.379440 1.831031 -0.04 0.01 -0.07 -0.71
N -1.638856 1.678906 0.452446 0.12 -0.09 -0.08 -0.45
N -0.733586 1.219893 -0.488994 0.02 0.12 -0.03 -0.25
C -1.023665 1.385062 -1.734221 -0.01 0.01 0.06 0.14
C -0.266085 0.940929 -2.887828 0.10 -0.03 -0.05 -0.21
C -0.840793 1.303067 -4.116891 0.04 -0.05 -0.05 -0.11
C -0.310636 0.907090 -5.325610 -0.07 0.02 0.08 -0.22
C 0.810838 0.096138 -5.329088 0.11 -0.03 0.05 -0.14
C 1.420051 -0.277783 -4.140194 -0.10 0.05 -0.03 -0.29
C 0.907454 0.155892 -2.927529 0.00 0.08 -0.02 0.40
O 1.542059 -0.167258 -1.736067 -0.20 0.08 -0.01 -0.54
H -2.865574 2.947585 0.851788 -0.01 -0.01 -0.02 0.51
H -4.475803 3.864015 3.791643 -0.01 0.04 0.00 0.24
H -4.051890 2.747148 5.955062 -0.02 0.00 0.01 0.23
H -2.453520 0.844920 6.086813 0.00 0.00 0.02 0.23
H -1.285640 0.121253 4.050217 0.09 -0.04 0.02 0.22
H -1.968811 1.880466 -1.936549 0.01 0.01 0.01 0.23
H -1.739494 1.905268 -4.098615 0.00 0.02 0.00 0.23
H -0.775351 1.211647 -6.251018 -0.02 0.00 -0.03 0.24
H 1.229591 -0.252493 -6.262646 0.02 0.00 -0.02 0.24
H 2.288749 -0.911721 -4.188158 0.03 0.01 -0.01 0.23
Se 0.996559 -0.511623 6.107471 0.03 -0.01 0.28 -0.44
Sb 1.913600 0.215643 4.120125 -0.12 -0.09 -0.32 0.76
Se 2.285920 1.910299 0.817856 -0.10 -0.35 -0.11 0.08
Se 1.098492 3.392640 2.185699 -0.08 0.10 -0.11 0.02
Se 1.932943 2.789039 4.283965 -0.03 0.06 0.09 -0.24
C 2.923118 -4.364318 -1.705069 0.00 -0.03 0.05 -1.08
Ge 1.833458 -2.891305 -1.082061 -0.07 0.09 0.03 1.56
C 1.821339 -2.685722 0.872794 0.02 -0.02 0.00 -1.06
C 0.003343 -2.902533 -1.753699 0.00 -0.04 -0.01 -1.08
C 2.623057 -1.158448 -1.677085 0.18 -0.04 0.00 -0.49
H 2.533749 -5.308021 -1.326415 0.00 -0.02 0.01 0.25
H 3.953073 -4.258727 -1.368133 0.02 0.00 0.01 0.25
H 2.912714 -4.402525 -2.793433 0.00 0.00 -0.02 0.25
H 1.227547 -3.462469 1.353866 -0.01 -0.02 0.01 0.26
H 1.377975 -1.736233 1.232313 0.04 -0.05 0.04 0.17
H 2.833053 -2.725749 1.275958 0.02 0.01 0.01 0.25
H -0.499517 -3.810195 -1.422327 -0.02 -0.02 0.01 0.26
H -0.020169 -2.880586 -2.842836 0.00 0.02 0.00 0.25
H -0.579620 -2.055297 -1.381654 0.00 0.01 -0.01 0.22
H 3.195757 -1.158831 -2.598176 -0.06 -0.01 -0.01 0.23
H 3.293618 -0.770087 -0.906837 0.00 0.04 -0.04 0.22



(5)
8
Properties=species:S:1:pos:R:3:forces:R:3:nbo_charge:R:1 method="wB97M-V/def2-TZVPD" spin_multiplicity=3 lumo_energy_ev="-0.55 / -2.47" orbital_gap_ev="5.90 / 6.17" s_squared=2.03 de_lowest_kcal_mol=17.4
C -0.786139 0.880372 -0.049097 3.19 2.99 0.84 -0.13
C -1.397194 -1.419186 -0.562556 0.35 2.19 -0.89 0.26
C 1.937858 0.158213 0.211115 1.29 -1.57 -0.15 -0.60
N -1.242827 -0.279687 -0.218712 -0.42 -5.42 -0.72 -0.51
S 0.939072 1.398735 0.217777 -2.44 1.79 -0.26 0.49
I -1.882100 -3.220657 0.336799 -0.49 -1.84 1.04 0.14
I 3.968624 0.904213 0.301088 -1.04 -0.26 0.06 0.15
H -1.537292 1.577994 -0.236414 -0.44 2.12 0.08 0.22